No. 1
{"formula": "C37H24BaBrCl2I2N7O5", "method": "ωB97M-V with the def2-TZVPD basis set", "total_charge": -2, "relative_energy_kcal_mol": 65.0, "elements": ["Ba", "Cl", "C", "C", "C", "N", "C", "O", "C", "C", "C", "C", "C", "N", "C", "C", "C", "Cl", "N", "C", "O", "C", "C", "C", "C", "C", "N", "H", "H", "H", "H", "H", "H", "H", "H", "H", "H", "I", "C", "C", "C", "I", "C", "O", "C", "C", "N", "C", "C", "C", "C", "C", "C", "N", "C", "H", "H", "H", "H", "H", "H", "H", "H", "H", "H", "H", "Br", "C", "C", "N", "C", "C", "C", "C", "O", "O", "H", "H", "H"], "xyz": [[-0.0146, 0.5662, -0.5872], [-1.0746, 3.9001, -7.1270], [-0.9206, 3.6152, -5.4107], [-0.9861, 2.3166, -4.9340], [-0.8770, 2.0239, -3.5671], [-0.8291, 0.7410, -3.0376], [-1.1561, -0.3268, -3.7566], [-1.6407, -0.4197, -4.9023], [-0.8851, -1.6422, -3.0496], [-1.4388, -2.8050, -3.5897], [-1.0858, -4.0291, -3.0543], [-0.1831, -4.0607, -1.9971], [0.2786, -2.8552, -1.4969], [-0.0661, -1.6730, -1.9993], [-0.7228, 3.1159, -2.6593], [-0.6416, 4.4148, -3.1749], [-0.7369, 4.6672, -4.5306], [-0.6148, 6.3128, -5.0980], [-0.4789, 2.8419, -1.3312], [-0.6753, 3.7270, -0.3617], [-1.3784, 4.7500, -0.3452], [0.1973, 3.4453, 0.8481], [0.1349, 4.2840, 1.9608], [1.1076, 4.1811, 2.9373], [2.1268, 3.2488, 2.7763], [2.0848, 2.4271, 1.6608], [1.1435, 2.5148, 0.7292], [-1.1183, 1.5043, -5.6285], [-2.1165, -2.7056, -4.4248], [-1.4989, -4.9450, -3.4607], [0.1388, -4.9973, -1.5606], [0.9560, -2.8242, -0.6501], [-0.5003, 5.2364, -2.4890], [-0.6625, 5.0126, 2.0069], [1.0915, 4.8336, 3.8027], [2.9331, 3.1596, 3.4931], [2.8473, 1.6706, 1.4954], [-5.4610, -1.1582, 5.3847], [-4.1670, -0.4838, 3.8526], [-4.6116, -0.4955, 2.5392], [-3.7313, -0.0880, 1.5605], [-4.2795, -0.0920, -0.4737], [-2.3963, 0.3337, 1.8145], [-1.6327, 0.7308, 0.8807], [-1.9815, 0.2486, 3.1795], [-0.5214, 0.5184, 3.4612], [0.3447, -0.2518, 2.5798], [0.4289, -1.6827, 2.8403], [-0.8077, -2.4278, 2.3887], [-1.6408, -3.0818, 3.2922], [-2.7867, -3.7059, 2.8311], [-3.0593, -3.6768, 1.4721], [-2.1505, -3.0419, 0.6414], [-1.0510, -2.4396, 1.0791], [-2.8648, -0.1277, 4.1707], [-5.6121, -0.8166, 2.2856], [-0.3213, 0.3186, 4.5306], [-0.3063, 1.5755, 3.2757], [1.2765, 0.1348, 2.5201], [0.6094, -1.9037, 3.9083], [1.2756, -2.0350, 2.2510], [-1.4005, -3.0794, 4.3482], [-3.4713, -4.1787, 3.5252], [-3.9545, -4.1249, 1.0615], [-2.2995, -3.0300, -0.4344], [-2.5291, -0.1742, 5.2010], [7.8421, -2.9554, -0.1790], [6.5141, -1.8007, -0.9171], [6.7724, -1.1415, -2.1067], [5.8813, -0.3338, -2.6688], [4.7093, -0.1614, -2.0578], [4.3779, -0.7717, -0.8541], [5.3096, -1.6178, -0.2693], [3.0423, -0.5142, -0.1397], [2.1868, 0.1367, -0.7850], [2.9531, -0.9631, 1.0185], [7.7193, -1.2642, -2.6211], [3.9934, 0.4911, -2.5431], [5.0636, -2.0953, 0.6691]], "forces_ev_per_angstrom": [[-0.5, -1.8, -0.7], [0.0, 0.0, -0.1], [0.0, 0.1, 0.1], [0.0, 0.0, 0.1], [-0.1, 0.3, -0.3], [-0.3, -0.2, -0.9], [-0.1, 0.5, 0.0], [0.0, -0.1, 0.0], [-0.1, -0.3, -0.2], [0.0, -0.1, 0.1], [0.0, 0.1, 0.0], [0.0, -0.1, 0.0], [0.2, -0.1, 0.0], [-0.1, -0.9, -0.8], [0.0, 0.2, -0.4], [-0.1, -0.1, 0.1], [0.0, -0.2, -0.1], [0.0, 0.1, 0.0], [-0.1, 1.6, -0.3], [-0.2, 0.1, -0.6], [0.1, 0.0, 0.2], [0.2, 0.4, 0.3], [-0.1, 0.0, 0.0], [0.0, 0.0, 0.0], [-0.1, 0.0, 0.0], [0.1, 0.0, 0.2], [0.5, 0.9, 0.4], [0.0, 0.0, 0.0], [0.0, 0.0, 0.0], [0.0, 0.0, 0.0], [0.0, 0.0, 0.0], [0.0, 0.0, 0.0], [-0.1, 0.0, 0.0], [0.0, 0.0, 0.0], [0.0, 0.0, 0.0], [0.0, 0.0, 0.0], [-0.1, 0.0, 0.0], [0.1, 0.1, -0.2], [-0.3, -0.2, 0.3], [0.1, 0.1, 0.1], [0.0, 0.0, -0.4], [0.0, 0.0, 0.3], [-0.5, 0.0, 0.3], [-3.0, 0.4, 2.7], [0.2, 0.0, -0.2], [0.0, 0.0, -0.1], [0.1, -0.3, 0.2], [-0.1, 0.3, 0.0], [0.0, -0.1, 0.1], [0.0, 0.0, 0.0], [0.0, 0.1, -0.1], [0.0, 0.0, 0.1], [0.1, -0.1, -0.1], [0.0, 0.1, 0.0], [0.0, 0.0, 0.0], [0.0, 0.0, 0.0], [0.0, 0.0, 0.0], [0.0, 0.0, 0.0], [0.0, -0.1, 0.0], [0.0, 0.0, 0.0], [0.1, -0.1, 0.1], [0.0, 0.1, 0.0], [0.0, 0.0, 0.0], [0.0, 0.0, 0.0], [-0.1, 0.1, 0.0], [0.1, 0.0, 0.0], [0.0, 0.1, 0.0], [0.1, -0.1, 0.0], [0.0, 0.0, 0.0], [0.0, 0.1, -0.1], [-0.1, 0.0, 0.0], [-0.1, -0.1, 0.2], [0.0, 0.1, 0.0], [0.5, -0.1, -0.1], [3.8, -0.8, 0.0], [-0.1, 0.1, -0.1], [0.0, 0.0, 0.0], [0.0, 0.0, 0.1], [0.0, 0.0, 0.0]]}

No. 2
{"formula": "C12H24O2", "method": "ωB97M-V with the def2-TZVPD basis set", "smiles": "CCC[C@@H]1CC[C@@](CO)(CCC)OC1", "relative_energy_kcal_mol": 35.2, "elements": ["O", "O", "C", "C", "C", "C", "C", "C", "C", "C", "C", "C", "C", "C", "H", "H", "H", "H", "H", "H", "H", "H", "H", "H", "H", "H", "H", "H", "H", "H", "H", "H", "H", "H", "H", "H", "H", "H"], "xyz": [[-0.4563, 2.7025, 1.3375], [0.0089, 0.1654, 1.0575], [4.6935, -1.0584, -1.9717], [-3.9825, 0.3156, 2.9479], [0.4713, -1.1423, 0.6895], [-1.0220, 2.1985, 0.1403], [3.2061, -1.0624, -2.0864], [-2.7107, 0.9182, 2.3085], [2.5586, -0.9105, -0.7004], [0.3099, -0.1613, -1.6723], [-2.5017, 0.2931, 0.8822], [-1.1140, 0.0845, -1.1992], [1.0285, -1.1460, -0.7650], [-1.1178, 0.6458, 0.2533], [0.0962, 1.9876, 1.6982], [4.9583, -0.1771, -1.3781], [5.1248, -0.9674, -2.9626], [5.0887, -1.9437, -1.4546], [-4.1554, 0.7230, 3.9666], [-3.9302, -0.7651, 2.9973], [-4.8486, 0.6219, 2.3375], [1.1921, -1.4810, 1.4007], [-0.3811, -1.8209, 0.7505], [-0.3302, 2.5182, -0.6413], [-2.0016, 2.6558, -0.0815], [2.8883, -2.0119, -2.5002], [2.9043, -0.2433, -2.7450], [-1.8705, 0.6702, 2.9446], [-2.8187, 2.0096, 2.2939], [2.7602, 0.1090, -0.3381], [3.0476, -1.6279, -0.0509], [0.8362, 0.8252, -1.6472], [0.2859, -0.5288, -2.7089], [-2.5853, -0.8321, 0.9048], [-3.2829, 0.6806, 0.2221], [-1.6106, 0.7627, -1.8811], [-1.6237, -0.8834, -1.1737], [0.8843, -2.1238, -1.1746]], "forces_ev_per_angstrom": [[-0.3, 0.3, 0.5], [-0.5, 0.3, -0.6], [0.6, 0.4, 0.3], [-0.1, 1.1, 0.0], [-1.5, 0.6, -1.6], [1.3, -0.5, 0.7], [-0.6, 0.0, 0.7], [-0.8, -1.1, -0.4], [-0.6, 0.4, -1.3], [0.2, 1.0, 0.0], [1.0, 0.0, 1.1], [0.8, -0.7, 1.0], [1.2, 0.3, 1.4], [-1.2, 0.3, -1.0], [-0.2, 0.3, -0.2], [0.4, -0.1, -0.1], [0.4, -0.1, 0.0], [-0.1, 0.2, -0.2], [0.2, -0.3, -0.5], [-0.1, -0.2, 0.0], [0.1, -0.3, 0.2], [0.6, 0.1, 0.5], [-0.1, -0.2, 0.1], [-0.1, -0.3, -0.5], [0.3, -0.3, 0.4], [-0.3, -0.2, -0.4], [-0.2, -0.2, 0.0], [0.4, 0.1, 0.0], [0.2, -0.3, -0.3], [0.0, -0.2, 0.2], [-0.1, -0.1, 0.4], [-0.2, -0.7, -0.2], [0.2, 0.2, 0.3], [-0.1, 1.0, 0.2], [0.1, -0.2, -0.1], [-0.4, 0.1, 0.0], [-0.3, 0.1, -0.3], [-0.2, -0.9, -0.2]]}

No. 3
{"formula": "C6H6I2", "method": "ωB97M-V with the def2-TZVPD basis set", "relative_energy_kcal_mol": 104.5, "elements": ["C", "C", "C", "C", "C", "C", "I", "I", "H", "H", "H", "H", "H", "H"], "xyz": [[-3.2103, -0.8911, -0.4076], [-2.0846, -0.8456, 0.0107], [-0.9390, -0.8302, 0.6862], [0.2814, -0.4058, -0.0536], [3.1002, -1.0615, 0.1501], [2.2706, -0.1330, -0.2651], [-1.0775, -1.5244, 2.6808], [-1.8725, 3.6386, -0.1012], [-3.9432, -1.2671, -1.0789], [-1.8580, 5.1695, -0.5541], [-0.1164, 0.0613, -1.0509], [2.8908, -2.1124, 0.3404], [4.1371, -0.7396, 0.0322], [2.4214, 0.9413, -0.3889]], "forces_ev_per_angstrom": [[-0.2, -0.6, -1.0], [-2.9, 0.3, -0.9], [8.5, 1.3, -0.1], [-1.8, 0.5, -0.9], [0.6, 0.2, -1.2], [-4.7, -0.6, 2.5], [0.4, 0.1, -0.4], [0.0, -0.2, 0.0], [-0.5, 0.3, 0.2], [0.0, 0.2, 0.0], [0.9, -1.1, 1.7], [-0.2, 0.5, 0.2], [0.1, -0.4, 0.3], [-0.1, -0.5, -0.3]]}

No. 4
{"formula": "C3H5Cl2F", "method": "ωB97M-V with the def2-TZVPD basis set", "energy_ev": -30949.2491, "multiplicity": 3, "s2": 2.005, "elements": ["C", "C", "C", "F", "Cl", "Cl", "H", "H", "H", "H", "H"], "xyz": [[1.3064, -0.2168, 1.0917], [-0.1641, -0.6228, 1.0119], [-0.8395, 0.9914, -2.5579], [-1.4145, 2.1362, -2.7825], [-1.0226, 0.6760, 0.1028], [-1.9334, -0.2880, -2.8291], [1.9852, -0.9688, 0.5727], [1.3207, 0.7280, 0.6711], [1.7588, -0.3337, 2.0451], [-0.4070, -1.5556, 0.6270], [-0.5900, -0.5459, 2.0471]], "forces_ev_per_angstrom": [[0.6, -3.8, -1.0], [0.0, 2.2, 2.7], [-1.2, -1.0, -0.8], [0.5, 1.6, 0.1], [-0.2, -0.3, 0.6], [0.6, -0.6, -0.1], [-1.0, 1.1, -0.3], [1.0, 1.8, -0.5], [-0.2, 0.7, 1.3], [-0.3, -1.5, -1.0], [0.2, -0.3, -1.0]]}

No. 5
{"formula": "C3HCl4NO", "method": "ωB97M-V with the def2-TZVPD basis set", "energy_ev": -56747.0441, "elements": ["C", "C", "C", "N", "O", "Cl", "Cl", "Cl", "Cl", "H"], "xyz": [[-1.0008, 0.5813, 0.1391], [1.0482, 0.1620, -1.7181], [-0.4970, 0.1051, 1.4739], [1.6737, -0.8485, -1.7273], [2.0651, -1.9437, -1.4001], [-2.6421, 1.1571, 0.2761], [1.0127, 1.6632, -2.2316], [-1.1596, -1.3730, 0.5472], [-1.1746, 0.4078, 3.0729], [0.6743, 0.0887, 1.5679]], "forces_ev_per_angstrom": [[-0.2, 0.5, 1.2], [1.6, -3.2, 0.0], [1.9, 0.5, -0.4], [-1.4, 1.0, 1.2], [0.2, -0.1, -0.5], [0.0, 0.4, -0.1], [-0.3, 2.3, -0.8], [0.6, -0.9, 0.5], [0.1, -0.2, -0.8], [-2.5, -0.4, -0.4]]}

No. 6
{"formula": "C11H32O5", "method": "ωB97M-V with the def2-TZVPD basis set", "smiles": "CC(C)O.CC(C)O.CC(C)O.CO.CO", "relative_energy_kcal_mol": 99.1, "elements": ["C", "O", "H", "H", "H", "H", "C", "O", "H", "H", "H", "H", "C", "C", "C", "O", "H", "H", "H", "H", "H", "H", "H", "H", "C", "C", "C", "O", "H", "H", "H", "H", "H", "H", "H", "H", "C", "C", "C", "O", "H", "H", "H", "H", "H", "H", "H", "H"], "xyz": [[-0.0614, -2.7804, 3.9550], [-0.0274, -1.2964, 3.7140], [0.8116, -2.9764, 4.5340], [0.2256, -3.2584, 3.0490], [-0.9314, -3.1344, 4.3450], [0.5176, -1.1374, 2.9110], [2.2866, -0.4514, 2.0170], [1.1836, -0.2784, 1.2640], [3.0096, 0.2676, 1.6520], [2.6906, -1.4964, 1.8100], [2.1536, -0.2564, 3.0620], [1.2226, 0.5726, 0.7540], [-1.6314, 0.5686, -0.5090], [-2.4804, 0.9866, -1.6540], [-2.2694, 2.5266, -1.9330], [-2.3854, 0.3406, -2.7070], [-0.6764, 0.8196, -0.7740], [-1.5454, -0.4694, -0.5460], [-1.8944, 0.8286, 0.5160], [-3.5354, 0.9196, -1.4020], [-3.1234, 2.9756, -2.3720], [-1.4174, 2.7766, -2.5620], [-2.2154, 2.9456, -0.9300], [-3.2764, 0.2406, -2.9910], [-1.1254, -4.0174, -1.6600], [-0.7014, -2.7064, -2.2800], [0.5186, -1.9114, -1.7330], [-0.4464, -2.8384, -3.5130], [-1.1474, -3.8474, -0.5820], [-0.2254, -4.6744, -1.6950], [-2.0094, -4.4824, -2.1580], [-1.5324, -1.9854, -2.2590], [0.3996, -1.7984, -0.6430], [0.5736, -0.9924, -2.2110], [1.5096, -2.4094, -1.9080], [-1.1494, -3.2904, -3.9680], [0.3566, 3.2126, 0.6100], [1.8046, 2.9216, 0.4390], [2.4986, 2.9316, 1.7510], [2.0686, 1.9026, -0.2580], [0.2616, 4.1956, 1.1110], [-0.1044, 2.5656, 1.2900], [-0.1374, 3.3246, -0.3630], [2.1926, 3.8336, -0.0770], [3.5246, 2.6406, 1.5240], [2.0756, 2.1886, 2.3510], [2.3326, 3.9456, 2.1850], [1.8296, 2.0576, -1.1550]], "forces_ev_per_angstrom": [[3.5, 3.4, -1.8], [-0.3, -1.7, -0.1], [0.3, -0.4, 1.3], [-0.5, -0.6, -1.1], [-2.5, -0.5, 1.1], [-1.1, -0.3, 0.8], [3.1, -0.9, -0.7], [-3.0, 1.0, -1.7], [0.9, -0.1, 0.2], [-0.3, 1.1, 0.7], [-0.1, -0.1, 0.8], [0.1, -1.2, 0.5], [-1.1, -0.7, 0.4], [-2.3, 7.3, 6.8], [0.0, -0.7, 1.5], [1.9, -5.8, -8.0], [2.8, 1.2, -0.1], [-0.3, -2.1, 0.2], [-0.1, 0.5, -0.4], [-0.5, 0.4, 1.4], [-1.0, 0.3, -0.7], [0.3, -0.3, 0.2], [0.4, 0.6, -0.1], [-0.4, -0.7, -1.3], [1.9, -0.3, 1.1], [-1.3, 2.4, 5.3], [0.1, -3.0, 2.1], [2.2, -1.3, -8.4], [-1.1, -0.2, 0.1], [-0.7, -0.1, -0.6], [0.6, 0.4, 0.7], [-0.4, 0.0, 1.1], [0.2, 0.3, -0.4], [-0.2, 1.8, -0.8], [-1.0, 0.0, 0.0], [-0.3, -0.2, -0.4], [-0.4, 2.3, -0.4], [-1.0, 7.9, 2.7], [0.7, 1.1, -0.5], [1.8, -6.9, -3.2], [0.1, -0.2, -0.3], [-1.0, -1.5, 0.6], [-0.1, -0.4, 0.4], [0.0, -0.1, 0.1], [0.3, 0.5, 0.6], [-0.6, -1.1, 1.4], [0.6, -0.9, 0.0], [-0.3, -0.2, -1.2]]}